No. 1
{
  "formula": "C3H6BrF2N",
  "method": "wB97M-V/def2-TZVPD",
  "symbols": ["C", "C", "C", "N", "F", "F", "Br", "H", "H", "H", "H", "H", "H"],
  "coordinates": [[-1.645, -0.601, 0.282], [-0.686, 0.483, -0.063], [0.754, -0.093, -0.189], [1.802, 0.837, 0.107], [0.929, -1.092, 0.843], [0.832, -0.949, -1.261], [3.618, 0.284, -0.022], [-1.255, -1.584, -0.035], [-2.626, -0.229, -0.099], [-1.823, -0.688, 1.379], [-0.496, 1.324, 0.630], [-0.995, 0.743, -1.006], [1.592, 1.564, -0.566]],
  "smiles": "CCC(F)(F)NBr",
  "charge": 0,
  "gap_ev": 10.13
}



No. 2
{
  "formula": "C3H6BrN2OP",
  "method": "wB97M-V/def2-TZVPD",
  "symbols": ["C", "C", "C", "N", "N", "O", "P", "Br", "H", "H", "H", "H", "H", "H"],
  "coordinates": [[-0.054, -1.076, 0.515], [0.946, 1.126, 0.197], [1.067, -0.177, 0.959], [-0.197, -1.402, -0.793], [-1.012, -1.302, -1.645], [-1.971, 0.135, 0.282], [-2.530, -0.293, -1.000], [-1.866, 1.328, -2.482], [-0.242, -1.947, 1.101], [1.737, 1.823, 0.535], [-0.057, 1.551, 0.352], [1.185, 0.988, -0.854], [0.913, -0.156, 2.024], [2.081, -0.600, 0.808]],
  "charge": 0,
  "gap_ev": [8.58, 8.58]
}



No. 3
{
  "formula": "C3H6BrN3",
  "method": "wB97M-V/def2-TZVPD",
  "symbols": ["C", "C", "C", "N", "N", "N", "Br", "H", "H", "H", "H", "H", "H"],
  "coordinates": [[-0.537, -0.334, -0.462], [-1.826, 0.326, -0.688], [1.043, -1.084, 1.152], [0.914, 1.917, -0.535], [-0.268, -0.583, 0.746], [1.456, 2.704, 0.023], [2.589, -1.119, -0.201], [0.183, -0.586, -1.227], [-2.431, -0.277, -1.522], [-2.314, 0.219, 0.275], [-1.469, 1.425, -0.854], [1.100, -2.207, 1.469], [1.560, -0.401, 1.825]],
  "smiles": "C/C=N/CBr.N#N",
  "charge": 0,
  "gap_ev": 10.77
}



No. 4
{
  "formula": "C3H6BrN3O2",
  "method": "wB97M-V/def2-TZVPD",
  "symbols": ["C", "C", "C", "N", "N", "N", "O", "O", "Br", "H", "H", "H", "H", "H", "H"],
  "coordinates": [[0.962, 1.478, -0.007], [-1.348, -1.344, -0.077], [0.647, 0.015, -0.306], [1.908, 2.021, -0.790], [-2.374, -1.624, 0.764], [-0.441, -0.429, 0.434], [0.366, 2.071, 0.863], [-1.228, -1.819, -1.181], [2.359, -1.001, 0.187], [0.522, -0.220, -1.364], [2.455, 1.461, -1.422], [2.211, 2.962, -0.599], [-2.401, -1.298, 1.713], [-3.030, -2.328, 0.477], [-0.608, 0.055, 1.307]],
  "smiles": "NC(=O)N[C@H](Br)C(N)=O",
  "charge": 0,
  "gap_ev": 10.47
}



ΔE to the lowest compared entry with this formula, charge and spin, record by record: 30.45; 22.80; 0.00; 0.00 kcal/mol